[1]
The molecule C5H13NO2 in a non-equilibrium geometry, computed with ωB97M-V with the def2-TZVPD basis set.

The geometry in XYZ format:
```
21
Properties=species:S:1:pos:R:3:lowdin_charge:R:1
O -2.89 -0.71 -1.64 -0.05
O -0.27 2.21 -0.31 -0.08
N -0.12 -0.84 0.65 -0.03
C -0.15 1.03 -1.13 -0.19
C 0.72 -0.16 1.68 -0.26
C -1.57 -1.06 -1.25 -0.25
C 2.20 -0.15 1.39 -0.09
C -0.88 -0.09 -0.33 -0.35
H 0.43 -1.57 0.19 0.11
H -0.99 -1.29 -2.21 0.14
H -1.47 -2.03 -0.80 0.11
H -1.61 0.48 0.30 0.16
H 0.28 0.81 1.85 0.10
H -0.34 1.44 -2.11 0.12
H 2.30 0.47 0.49 0.06
H -2.78 0.20 -1.94 0.09
H 2.93 0.27 2.11 0.08
H 0.90 0.63 -1.29 0.12
H 0.52 -0.64 2.62 0.10
H 2.66 -1.11 1.16 0.07
H 0.14 2.10 0.55 0.05
```

For the total energy, the calculation gives -10979.067 eV. Its strongest force on any atom is 2.43 eV/Å. As for the HOMO-LUMO gap: 0.3628 hartree. The relative energy (zero: lowest compared OMol25 entry of this formula, charge and spin) comes out at 271.3 kJ/mol.

=====

[2]
A 5-piece molecular cluster, C53H119N2OP2 overall in a non-equilibrium geometry, computed with ωB97M-V with the def2-TZVPD basis set.

The geometry in XYZ format:
```
177
Properties=species:S:1:pos:R:3:lowdin_charge:R:1
P -3.67 -1.02 2.74 1.04
P 2.51 -3.50 -2.43 1.11
O -1.38 -0.26 0.00 -0.05
N 6.22 4.37 1.30 -0.24
N -2.01 4.49 -1.39 -0.22
C -3.69 1.90 3.51 -0.24
C 1.51 -3.12 -5.16 -0.23
C -0.97 6.62 -0.99 -0.13
C 4.96 -4.85 -1.88 -0.27
C -3.41 3.88 -1.72 -0.06
C 6.58 4.31 -0.21 0.05
C 2.82 2.28 1.35 -0.27
C -1.93 5.87 -1.97 -0.07
C -5.21 2.04 -1.12 -0.22
C 0.24 -1.25 4.30 -0.23
C -1.06 -0.52 -1.33 -0.16
C -4.93 -3.56 -1.29 -0.11
C -5.02 -4.03 0.11 -0.25
C 7.06 6.54 2.14 -0.13
C -0.91 5.83 0.29 -0.16
C 1.76 -2.42 -3.82 -0.25
C 5.55 -7.30 -1.71 -0.08
C -0.92 -5.68 -1.16 -0.25
C -3.74 0.86 2.31 -0.20
C 0.61 -2.16 -6.00 -0.24
C -4.76 -1.42 4.17 -0.25
C 1.45 -4.98 -1.96 -0.22
C 2.97 -0.89 -1.23 -0.24
C -4.90 3.43 4.99 -0.09
C -1.97 4.76 0.15 -0.08
C -0.82 -2.11 -5.41 -0.09
C -4.29 -1.90 1.29 -0.27
C -5.04 2.31 3.99 -0.30
C 7.55 4.19 2.00 -0.10
C 4.48 -0.70 -1.49 -0.21
C -0.79 3.66 -1.72 -0.12
C -1.21 -0.75 4.12 -0.24
C 0.74 2.77 -3.63 -0.06
C -6.53 -4.57 5.65 -0.07
C 3.82 3.30 0.88 -0.19
C 4.19 -4.14 -2.99 -0.26
C -5.98 -3.11 5.68 -0.25
C -5.22 -2.86 4.38 -0.27
C -0.75 3.16 -3.20 -0.17
C 0.03 -4.53 -1.50 -0.25
C -1.31 -6.49 -2.36 -0.10
C -2.03 -1.59 3.16 -0.30
C 5.94 -5.92 -2.37 -0.22
C 4.87 0.84 -1.51 -0.08
C 1.54 2.31 0.52 -0.09
C 5.14 3.28 1.71 -0.06
C -3.99 -3.42 1.19 -0.20
C 5.77 5.79 1.70 -0.07
C 1.09 -1.46 3.04 -0.09
C 2.66 -2.39 -0.93 -0.24
C -3.71 2.49 -0.96 -0.15
C -5.63 1.97 -2.61 -0.09
C 8.20 5.58 1.93 -0.14
H 0.07 4.25 -1.42 0.12
H 2.77 -0.30 -0.33 0.09
H 2.48 2.37 2.38 0.12
H 6.07 -6.02 -3.45 0.11
H 5.01 1.23 -0.50 0.04
H 2.45 -1.60 -3.98 0.10
H 4.17 -5.28 -1.27 0.07
H 7.18 7.43 1.52 0.13
H -1.88 3.80 0.67 0.12
H 6.43 -7.94 -1.82 0.08
H -6.83 -4.88 6.65 0.08
H -1.14 6.44 1.16 0.13
H -5.72 2.57 3.18 0.12
H -1.48 2.35 -3.26 0.09
H 5.38 -4.10 -1.21 0.11
H -5.83 3.87 5.36 0.09
H -1.42 -5.82 -3.21 0.07
H 4.80 -3.27 -3.27 0.08
H -5.29 1.01 -0.77 0.09
H 3.27 -2.79 -0.12 0.10
H -3.56 -1.49 0.59 0.06
H 8.84 5.67 2.82 0.13
H 0.67 -0.63 5.08 0.11
H 0.87 -2.04 -3.33 0.05
H -5.53 1.47 4.48 0.10
H -1.61 5.83 -3.01 0.13
H -5.19 -4.39 -1.94 0.09
H 4.10 1.46 -1.97 0.06
H 5.31 -7.17 -0.66 0.07
H -3.12 2.77 3.19 0.10
H 5.78 2.40 1.63 0.12
H 1.14 -1.21 -6.07 0.10
H -0.94 0.36 -1.96 0.07
H -7.43 -4.60 5.03 0.08
H -5.32 -1.61 1.09 0.12
H -1.95 -2.61 3.54 0.12
H -1.42 7.60 -0.81 0.13
H -4.43 4.21 4.39 0.07
H -4.18 4.57 -1.37 0.14
H -0.55 -6.37 -0.40 0.12
H -1.74 -0.66 5.07 0.12
H -1.57 -1.59 2.17 0.06
H -4.72 0.91 1.84 0.08
H 5.04 -1.11 -0.66 0.11
H 0.57 -2.51 -7.03 0.11
H -5.78 -5.21 5.20 0.07
H -3.14 1.48 4.35 0.10
H 1.02 3.26 0.65 0.06
H -3.99 -3.87 2.18 0.09
H 5.04 5.72 2.50 0.13
H 1.87 2.23 -0.52 0.06
H -5.88 2.74 -0.61 0.11
H 4.88 -1.24 -2.35 0.09
H -0.96 3.92 -3.96 0.11
H 3.87 3.21 -0.21 0.09
H -6.02 -4.00 0.55 0.11
H -0.02 -3.74 -0.75 0.09
H -1.02 -2.90 -4.69 0.06
H 7.38 3.84 3.01 0.14
H 8.72 5.82 1.00 0.12
H 5.24 6.21 0.84 0.13
H -5.42 -2.77 6.55 0.11
H 4.69 -7.76 -2.21 0.07
H 6.93 -5.63 -2.03 0.11
H 8.07 3.43 1.40 0.13
H 1.47 -2.48 2.90 0.08
H 7.07 6.89 3.18 0.13
H -0.84 2.81 -1.04 0.11
H -4.12 -1.10 4.99 0.10
H -3.89 -3.32 -1.54 0.06
H -4.90 1.34 -3.12 0.07
H 2.28 -0.45 -1.95 0.09
H 4.97 3.41 2.77 0.14
H 0.93 -4.04 -5.20 0.11
H -2.91 6.35 -2.00 0.14
H -6.80 -2.40 5.69 0.11
H 3.30 1.30 1.33 0.10
H -4.22 3.16 5.80 0.09
H 0.95 1.41 0.68 0.07
H -3.07 1.71 -1.37 0.08
H 1.92 -0.77 3.15 0.07
H -1.16 0.19 3.57 0.10
H -5.55 2.90 -3.16 0.07
H 1.99 -5.40 -1.11 0.09
H -2.99 -3.70 0.84 0.09
H 7.41 4.92 -0.58 0.11
H -5.87 -3.29 3.61 0.11
H 0.61 -1.25 2.09 0.04
H -6.63 1.54 -2.67 0.09
H -3.35 3.82 -2.80 0.12
H -5.59 -2.74 -1.59 0.08
H 0.88 2.60 -4.70 0.08
H 5.71 1.24 -2.06 0.08
H -0.61 -7.28 -2.64 0.09
H 5.65 4.57 -0.72 0.10
H -1.79 -5.13 -0.80 0.09
H 3.41 4.29 1.09 0.12
H -1.92 -0.94 -1.85 0.11
H 7.01 3.32 -0.40 0.10
H 0.16 -2.22 4.79 0.11
H -0.01 6.85 -1.45 0.12
H -5.63 -0.80 3.93 0.10
H 1.40 3.51 -3.19 0.07
H 1.50 -5.73 -2.74 0.11
H -0.90 -1.12 -4.96 0.05
H 4.21 -4.69 -3.92 0.10
H -2.29 -6.94 -2.21 0.09
H -2.88 0.96 1.65 0.05
H -0.30 -3.98 -2.38 0.08
H -4.85 -5.11 0.15 0.11
H -4.36 -3.53 4.47 0.11
H -3.43 2.60 0.08 0.07
H -2.92 5.21 0.43 0.15
H 2.45 -3.29 -5.69 0.12
H -0.17 -1.12 -1.53 0.05
H 1.67 -2.47 -0.47 0.06
H 0.95 1.83 -3.11 0.04
H -1.60 -2.03 -6.17 0.08
H 0.09 5.41 0.42 0.10
```

For the total energy, the calculation gives -80460.099 eV. Its strongest force on any atom is 3.23 eV/Å. As for the HOMO-LUMO gap (alpha / beta): 0.3838 / 0.2617 hartree. The relative energy (zero: lowest compared OMol25 entry of this formula, charge and spin) comes out at 13.6 kJ/mol. Its total charge is +4. Its spin multiplicity is 2.

=====

[3]
C36H37AsN3OP2Se6V as an isolated structure, computed with ωB97M-V with the def2-TZVPD basis set.

The geometry in XYZ format:
```
87
Properties=species:S:1:pos:R:3:lowdin_charge:R:1
Se 1.69 -3.64 -2.71 0.33
Se -1.77 3.23 -0.87 -0.07
Se 1.25 1.44 0.72 0.45
Se -4.08 3.55 -0.70 -0.11
Se -4.45 3.45 1.60 -0.14
Se -3.92 1.22 2.02 0.02
As -1.00 3.61 2.73 1.08
V -1.42 1.52 1.06 -0.20
P -0.38 -3.29 -2.54 0.54
P 1.25 -0.23 -0.61 0.64
O -1.03 0.42 3.09 -0.32
N -2.28 -1.96 -1.21 0.01
N -1.43 -0.32 -0.10 -0.13
N -2.54 -0.95 -0.42 -0.02
C 3.04 0.24 -4.28 -0.09
C 1.08 1.64 -4.18 -0.07
C 1.37 5.50 6.62 -0.09
C 1.69 0.27 -2.30 -0.34
C -1.02 -1.57 -6.15 -0.08
C -0.38 -0.95 -0.71 -0.41
C 1.22 4.70 4.34 -0.31
C -2.32 -1.95 -6.47 -0.09
C 4.68 -2.13 0.45 -0.08
C 2.84 -3.46 1.24 -0.08
C -3.03 -2.77 -5.61 -0.08
C 2.42 -1.44 0.01 -0.39
C 1.66 5.96 3.91 -0.06
C -1.90 3.68 4.47 -0.29
C 4.21 -3.26 1.11 -0.08
C 1.81 6.74 6.18 -0.11
C -1.23 5.45 2.15 -0.30
C 1.95 -2.56 0.69 -0.12
C -2.09 -6.26 -0.31 -0.08
C -1.15 -2.85 -4.12 -0.34
C -2.45 -3.22 -4.43 -0.08
C 0.88 3.64 3.35 -0.35
C -1.21 -4.82 -2.02 -0.37
C -1.58 -5.03 -0.70 -0.08
C 1.95 6.97 4.82 -0.09
C -2.24 -7.27 -1.24 -0.09
C 1.09 4.49 5.71 -0.07
C 2.79 -0.21 -2.99 -0.12
C 0.83 1.20 -2.89 -0.09
C 3.79 -1.22 -0.09 -0.11
C -1.87 -7.07 -2.56 -0.08
C -1.35 -5.84 -2.95 -0.11
C -0.43 -2.02 -4.98 -0.10
C 2.19 1.17 -4.87 -0.09
C -0.96 -1.00 3.16 -0.13
C -0.95 -2.01 -1.42 -0.42
H 1.78 6.14 2.85 0.11
H -1.62 4.57 5.03 0.02
H 3.43 -0.96 -2.55 0.07
H 0.07 -1.29 2.96 0.07
H 2.29 7.93 4.46 0.10
H 4.91 -3.98 1.52 0.10
H -1.96 0.70 3.27 -0.06
H -1.05 -5.69 -3.98 0.11
H -2.29 5.59 1.93 0.00
H 4.16 -0.32 -0.58 0.11
H 0.88 -2.73 0.77 0.09
H -2.98 3.68 4.29 -0.01
H 1.06 2.64 3.76 0.07
H -1.99 -7.86 -3.29 0.10
H 3.89 -0.14 -4.83 0.10
H -1.65 2.79 5.04 0.02
H -1.49 -4.22 0.02 0.10
H -1.24 -1.36 4.15 0.08
H 1.26 5.31 7.69 0.10
H 1.49 3.73 2.45 0.03
H -1.61 -1.46 2.41 0.08
H -3.02 -3.83 -3.74 0.11
H -0.03 1.57 -2.35 0.03
H 0.75 3.52 6.07 0.11
H -0.67 5.59 1.23 0.01
H 0.59 -1.74 -4.74 0.07
H 2.38 1.52 -5.88 0.10
H -2.38 -6.41 0.72 0.10
H -4.05 -3.06 -5.85 0.10
H -2.65 -8.23 -0.93 0.10
H 2.03 7.53 6.89 0.09
H -0.90 6.15 2.91 0.02
H 5.74 -1.96 0.35 0.10
H -0.47 -0.91 -6.81 0.10
H -2.78 -1.60 -7.39 0.10
H 2.47 -4.34 1.76 0.11
H 0.40 2.35 -4.63 0.11
```

For the total energy, the calculation gives -541638.630 eV. Its strongest force on any atom is 0.47 eV/Å. As for the HOMO-LUMO gap (alpha / beta): 0.2218 / 0.2293 hartree. The relative energy (zero: lowest compared OMol25 entry of this formula, charge and spin) comes out at 0.0 kJ/mol. Its total charge is -1. Its spin multiplicity is 4.

=====

[4]
The molecule C2H6N4O2 in a non-equilibrium geometry, computed with ωB97M-V with the def2-TZVPD basis set.

The geometry in XYZ format:
```
14
Properties=species:S:1:pos:R:3:lowdin_charge:R:1
O -0.44 2.15 -0.51 -0.07
O -2.78 0.09 0.09 0.15
N -0.04 -2.07 0.16 0.08
N 0.06 1.49 0.69 -0.05
N 0.62 0.24 0.45 -0.22
N 1.81 0.15 -0.28 0.07
C -1.65 -0.22 0.11 -0.13
C -0.43 -0.71 0.23 -0.34
H 0.84 2.08 0.99 0.13
H 0.19 -2.37 -0.78 0.08
H -0.74 -2.68 0.55 0.08
H 2.24 -0.75 -0.09 0.08
H -1.37 2.36 -0.31 0.07
H 1.67 0.25 -1.29 0.08
```

For the total energy, the calculation gives -12222.012 eV. Its strongest force on any atom is 1.54 eV/Å. As for the HOMO-LUMO gap: 0.3129 hartree. The relative energy (zero: lowest compared OMol25 entry of this formula, charge and spin) comes out at 447.7 kJ/mol.